1.
# C24H46Cl10N10O25

A 15-piece molecular cluster, C24H46Cl10N10O25 overall (ωB97M-V with the def2-TZVPD basis set, the OMol25 dataset).

Calculated total energy in eV: -216906.4505
HOMO level in eV: 0.63
Gap between HOMO and LUMO in eV: 1.851
Strongest force on any atom in eV Å⁻¹: 3.4
Total charge: -2

Last column: Mulliken charge in e.
Atoms and positions in Å:
C 2.12 1.66 -1.90  -0.64
C 1.76 0.40 -1.14  -0.30
N 0.66 0.56 -0.19  1.05
C 0.81 1.22 0.99  -0.24
C -0.37 1.01 1.65  -0.66
N -1.15 0.16 0.90  0.87
C -0.47 -0.16 -0.22  -1.30
C -2.50 -0.34 1.26  -0.13
H 1.15 2.08 -2.16  0.13
H 2.61 1.54 -2.86  0.32
H 2.65 2.40 -1.29  -0.14
H 2.60 0.09 -0.50  0.15
H 1.73 -0.45 -1.83  0.23
H 1.61 1.89 1.24  0.16
H -0.66 1.46 2.59  0.53
H -0.74 -0.92 -0.95  0.89
H -3.17 -0.33 0.40  -0.09
H -2.94 0.40 1.92  0.03
H -2.44 -1.34 1.66  0.18
Cl -4.64 -1.64 -3.00  1.82
O -3.50 -1.33 -2.16  -0.62
O -5.51 -2.60 -2.34  -0.76
O -5.36 -0.44 -3.31  -0.73
O -4.10 -2.21 -4.20  -0.65
Cl -0.50 0.50 -4.88  1.68
O -1.03 -0.81 -4.98  -0.56
O -1.05 1.17 -3.73  -0.59
O 0.95 0.44 -4.75  -0.69
O -0.73 1.25 -6.09  -0.77
C -0.35 -3.79 -2.32  0.70
C -0.84 -4.66 -3.50  -0.88
O -1.13 -4.06 -4.68  -0.86
H -1.21 -3.17 -2.03  -0.40
H 0.51 -3.17 -2.62  0.03
H -0.16 -4.42 -1.44  0.02
H -1.68 -5.32 -3.17  0.11
H 0.01 -5.36 -3.69  0.24
C 0.28 5.65 -1.18  0.14
Cl 2.01 5.31 -1.45  -0.04
Cl -0.03 7.38 -1.30  -0.12
Cl -0.71 4.79 -2.41  0.00
Cl -0.20 5.01 0.43  -0.05
C 6.01 2.68 -0.63  0.19
Cl 4.66 2.41 0.50  -0.01
Cl 5.93 4.39 -1.18  -0.14
Cl 7.51 2.43 0.30  -0.10
Cl 5.90 1.70 -2.07  -0.02
C -3.90 -0.14 5.54  -0.46
N -2.49 -0.41 5.89  0.92
O -1.68 -0.09 5.05  -0.45
O -2.23 -0.78 7.02  -0.60
H -4.37 -1.12 5.66  0.30
H -3.92 0.12 4.49  0.02
H -4.37 0.61 6.16  0.28
C -6.59 -0.47 0.29  -0.52
N -6.52 0.43 1.48  0.86
O -7.47 1.13 1.74  -0.62
O -5.46 0.37 2.07  -0.42
H -7.33 -1.25 0.50  0.33
H -5.65 -0.99 0.12  -0.06
H -6.77 0.21 -0.53  0.36
C 4.65 -2.71 -4.83  -0.97
N 3.75 -2.23 -3.74  0.99
O 3.46 -3.06 -2.90  -0.53
O 3.39 -1.08 -3.74  -0.41
H 5.65 -2.82 -4.41  0.27
H 4.71 -2.01 -5.66  0.31
H 4.29 -3.69 -5.13  0.36
C 1.12 -3.46 1.38  -1.00
N 2.21 -2.57 0.98  1.14
O 2.89 -2.99 0.07  -0.54
O 2.26 -1.50 1.56  -0.52
H 0.32 -2.98 1.93  0.30
H 1.63 -4.07 2.14  0.38
H 0.82 -4.11 0.57  0.27
C -3.66 4.49 3.85  -0.97
N -2.76 3.41 3.37  0.92
O -1.60 3.42 3.73  -0.51
O -3.31 2.49 2.80  -0.39
H -3.54 4.45 4.94  0.32
H -4.69 4.31 3.57  0.34
H -3.43 5.49 3.47  0.30
C -4.06 -5.12 0.54  -0.99
N -3.64 -3.72 0.70  0.95
O -4.45 -2.88 1.07  -0.54
O -2.47 -3.47 0.46  -0.30
H -4.98 -5.15 1.12  0.34
H -3.20 -5.73 0.77  0.31
H -4.38 -5.24 -0.50  0.30
C -4.11 1.96 -1.22  -0.37
N -3.91 3.37 -1.58  1.10
O -3.89 4.14 -0.62  -0.62
O -3.89 3.68 -2.74  -0.55
H -4.87 1.78 -0.47  0.04
H -3.19 1.74 -0.67  -0.05
H -4.00 1.34 -2.11  0.36
C 2.11 4.23 4.79  -0.89
N 2.27 3.36 3.59  1.10
O 1.93 2.20 3.68  -0.53
O 2.85 3.82 2.63  -0.55
H 1.10 4.11 5.19  0.25
H 2.24 5.24 4.43  0.33
H 2.79 3.92 5.58  0.30
C 8.21 -1.19 -1.12  -0.56
C 8.48 -1.05 0.22  -0.26
C 7.50 -0.99 1.21  -0.74
C 6.15 -1.04 0.82  -0.07
C 5.85 -1.25 -0.52  -0.11
C 6.88 -1.39 -1.46  -0.25
H 8.97 -1.22 -1.89  0.41
H 9.51 -0.86 0.47  0.31
H 7.76 -0.80 2.24  0.36
H 5.40 -0.75 1.54  0.52
H 4.81 -1.37 -0.80  0.12
H 6.60 -1.55 -2.49  0.26



2.
# C24H46ClF9IN6O8P2S

A 2-piece molecular cluster, C24H46ClF9IN6O8P2S overall (ωB97M-V with the def2-TZVPD basis set, the OMol25 dataset).

Calculated total energy in eV: -125426.8478
HOMO level in eV: -11.35
Gap between HOMO and LUMO in eV: 6.788
Strongest force on any atom in eV Å⁻¹: 7.9
Total charge: +1

Last column: Mulliken charge in e.
Atoms and positions in Å:
C 0.77 -1.78 2.57  -0.81
C 0.16 -2.54 1.45  -0.07
N -0.90 -1.83 0.57  1.59
C -2.34 -2.09 0.94  -0.58
C -2.62 -1.41 2.43  -0.47
C -4.24 -1.08 2.67  0.55
F -4.81 -0.19 1.62  -0.26
F -4.91 -2.42 2.43  -0.34
C -4.61 -0.68 4.21  0.69
F -3.79 -1.50 5.16  -0.24
F -6.04 -1.10 4.44  -0.25
S -4.47 1.11 4.67  1.11
F -3.17 0.66 5.75  -0.33
F -5.54 0.84 6.02  -0.31
F -5.79 1.61 3.72  -0.28
F -3.29 1.48 3.49  -0.25
F -4.33 2.73 5.23  -0.28
C -0.62 -1.04 -0.50  -2.91
N 0.88 -0.93 -0.85  0.77
C 1.27 0.51 -1.08  1.57
C 2.70 0.94 -0.32  -0.20
C 3.62 1.74 -1.46  0.28
N 3.07 2.76 -2.44  -0.60
O 4.94 1.48 -1.49  -0.60
C 0.94 -1.76 -2.13  -0.31
Cl 0.80 -3.61 -1.76  -0.13
I 2.97 -1.54 -3.03  0.25
C -0.11 -1.36 -3.30  -0.68
C -1.65 -0.96 -2.81  -1.17
N -2.59 -2.10 -2.65  0.52
C -3.21 -2.70 -3.85  -0.67
C -2.28 -3.85 -4.65  -0.63
C -1.77 -5.03 -3.63  -0.22
C -0.42 -5.82 -4.11  -1.03
P -2.17 0.37 -4.15  1.00
N -1.99 -0.25 -5.67  -0.86
O -1.06 1.76 -4.16  -0.52
O -3.85 0.83 -4.04  -0.50
N -1.51 -0.34 -1.45  1.79
C -2.49 0.64 -1.00  0.18
C -2.08 2.25 -1.18  -0.37
O -2.42 2.97 0.06  -0.36
C -1.62 4.19 0.23  -0.45
C -0.43 3.82 1.32  -0.33
H 0.73 -0.61 2.54  0.17
H 1.25 -2.30 3.53  0.31
H 0.43 -3.67 1.23  0.25
H -3.14 -1.82 0.13  0.00
H -2.44 -3.27 1.12  0.53
H -1.95 -0.44 2.47  0.27
H -2.27 -2.22 3.22  0.51
H 1.25 0.86 -2.20  -0.23
H 0.45 1.17 -0.52  -1.26
H 3.26 -0.04 0.02  0.21
H 2.47 1.66 0.60  0.25
H 2.67 2.26 -3.30  0.27
H 3.90 3.28 -2.85  0.36
H 0.35 -0.41 -3.86  0.49
H -0.09 -2.22 -4.10  0.07
H -3.39 -1.79 -2.03  0.37
H -4.13 -3.35 -3.46  0.42
H -3.68 -1.99 -4.66  0.31
H -1.46 -3.38 -5.33  0.28
H -3.06 -4.37 -5.39  0.44
H -1.74 -4.60 -2.54  0.04
H -2.64 -5.85 -3.62  0.36
H -0.72 -6.53 -4.99  0.34
H -0.11 -6.53 -3.20  0.26
H 0.51 -5.14 -4.32  0.24
H -1.64 -1.23 -5.62  0.26
H -1.56 2.59 -3.90  0.34
H -3.89 1.74 -4.51  0.40
H -2.69 0.54 0.17  -0.61
H -3.55 0.39 -1.49  0.53
H -1.00 2.41 -1.58  0.28
H -2.81 2.63 -2.05  0.21
H -1.23 4.68 -0.76  0.33
H -2.33 4.97 0.80  0.28
H 0.53 4.40 0.95  0.24
H -0.29 2.63 1.28  -0.17
H -0.74 4.08 2.42  0.34
C 6.39 2.95 1.00  -0.65
O 6.53 1.86 1.88  -0.34
P 5.54 1.77 3.14  1.02
O 4.09 1.61 2.81  -0.49
O 5.88 3.10 3.99  -0.33
C 7.23 3.41 4.26  -0.77
O 6.17 0.58 4.02  -0.32
C 5.61 0.34 5.29  -0.66
H 6.36 2.59 -0.03  0.20
H 5.49 3.53 1.20  0.36
H 7.27 3.60 1.11  0.29
H 7.52 4.27 3.65  0.27
H 7.90 2.57 4.03  0.37
H 7.33 3.67 5.31  0.29
H 5.86 1.16 5.97  0.27
H 6.02 -0.58 5.69  0.24
H 4.52 0.24 5.22  0.27